Entry 1:
C36H41GeN5O2PtS2Se | wB97M-V/def2-TZVPD

Each line ends with the Löwdin spin population.
Cartesian coordinates (Å):
Pt -0.61016 0.27156 0.02363  -0.0194
C -0.54841 0.35678 3.57099  0.0055
O 0.16164 0.06245 2.36679  0.0080
C 1.54044 0.35717 2.44416  0.0002
C 2.17896 -0.24434 1.22912  0.0000
O 1.63627 0.42633 0.08229  -0.0081
C 2.28689 0.03838 -1.12519  -0.0001
H -0.17216 -0.26195 4.38771  0.0000
H -1.59647 0.12270 3.40090  0.0061
H -0.44924 1.41005 3.84543  0.0001
H 1.97034 -0.05712 3.36004  0.0003
H 1.69987 1.44141 2.44575  0.0000
H 1.96387 -1.31693 1.18209  0.0010
H 3.26270 -0.10144 1.27779  -0.0003
H 3.34966 0.28611 -1.07548  -0.0002
H 1.82187 0.59050 -1.93981  0.0000
H 2.17886 -1.03443 -1.30518  0.0000
C -0.10009 3.58781 1.70367  -0.0006
Ge -0.15683 2.67444 -0.05394  -0.0034
C -1.65351 3.62223 -0.98915  -0.0005
C -2.69886 2.86467 -1.51211  -0.0001
C -3.85808 3.50385 -1.93478  0.0003
C -3.94341 4.88728 -1.88235  -0.0001
C -2.88265 5.63982 -1.39761  0.0003
C -1.72270 5.00860 -0.96632  -0.0001
C 1.42500 3.31136 -1.12033  0.0024
C 2.39483 4.02686 -0.41781  0.0033
C 3.61530 4.33613 -1.00535  0.0013
C 3.82930 4.04429 -2.34816  0.0072
C 2.84142 3.39793 -3.11012  0.0000
C 3.03507 3.13641 -4.48168  0.0038
C 2.04219 2.53832 -5.24610  0.0004
C 0.85420 2.14802 -4.64149  0.0021
C 0.64279 2.37993 -3.28650  0.0018
C 1.61524 3.01221 -2.49107  0.0004
H -0.10422 4.66174 1.51711  -0.0002
H 0.77094 3.33505 2.30594  0.0000
H -0.99600 3.33770 2.27000  0.0000
H -2.61248 1.78331 -1.58062  -0.0003
H -4.68471 2.91624 -2.31476  0.0000
H -4.82658 5.38481 -2.25994  0.0000
H -2.94716 6.71898 -1.36584  0.0000
H -0.88724 5.60527 -0.61787  0.0000
H 2.22630 4.32599 0.60825  0.0001
H 4.38575 4.82188 -0.42158  -0.0001
H 4.74540 4.35572 -2.83587  0.0003
H 3.98494 3.40440 -4.92890  0.0001
H 2.19134 2.37560 -6.30449  -0.0001
H 0.08357 1.67544 -5.23473  0.0001
H -0.30859 2.11578 -2.83850  0.0001
C -3.58408 -4.64845 -2.99508  0.0000
C -3.32921 -3.18555 -2.92296  0.0004
C -4.22766 -2.23099 -3.33643  0.0018
C -3.90350 -0.87938 -3.16296  -0.0004
N -2.71401 -0.52015 -2.66948  0.0022
C -1.83318 -1.45118 -2.36456  0.0021
S -0.20590 -1.02553 -1.94496  -0.0055
N -2.14004 -2.76586 -2.43166  0.0015
C -4.85235 0.20570 -3.52326  0.0000
H -4.63618 -4.85091 -3.17370  0.0000
H -3.27314 -5.14858 -2.07802  0.0000
H -3.01618 -5.08203 -3.82207  0.0000
H -5.17552 -2.51855 -3.76630  0.0001
H -1.46675 -3.45467 -2.02060  -0.0002
H -5.64468 -0.15821 -4.17255  0.0000
H -4.31540 1.01792 -4.01147  0.0000
H -5.30936 0.61656 -2.61842  0.0000
S -0.33616 -3.06895 1.26491  0.3545
C -0.06851 -4.62584 0.69682  0.0466
N 0.31323 -5.59475 1.59607  0.0231
C 0.66528 -6.83893 1.22729  0.0016
C 0.63382 -7.18321 -0.09332  0.0139
C 0.16850 -6.20484 -0.97633  -0.0014
N -0.18263 -4.98485 -0.60475  0.0195
H 0.32869 -5.33530 2.57444  0.0030
H 0.95981 -7.52758 2.00721  0.0001
H 0.93029 -8.16186 -0.43408  0.0006
H 0.07373 -6.42670 -2.03403  -0.0002
Se -2.61755 -0.88129 0.89196  0.4117
C -4.31099 -0.24395 0.30440  0.0486
C -4.65241 1.10378 0.37224  0.0293
C -5.97158 1.45148 0.09791  0.0003
N -6.88797 0.54808 -0.21167  0.0174
C -6.57417 -0.73790 -0.27189  -0.0031
C -5.27987 -1.18528 -0.03859  0.0177
H -3.93032 1.86096 0.64607  0.0015
H -6.29813 2.48388 0.14035  0.0002
H -7.37253 -1.43088 -0.50773  -0.0005
H -5.03971 -2.23863 -0.10376  0.0019

Output
E_HOMO (spin up / spin down) in Ha: -0.530 / -0.528
2S+1: 2
LUMO (spin up / spin down) in eV: -10.53 / -11.66
E in eV: -196294.79335
Net charge: +3
Relative energy (zero: lowest compared OMol25 entry of this formula, charge and spin) in kcal per mole: 87.28
Largest force on an atom in eV/Å: 4.707
HOMO-LUMO gap (spin up / spin down) in hartree: 0.143 / 0.099
⟨S²⟩: 0.77



Entry 2:
C36H41N4O | wB97M-V/def2-TZVPD

Each line ends with the Mulliken charge.
Cartesian coordinates (Å):
C 2.59821 3.25284 1.54708  -0.9844
N 2.25648 1.88969 1.20836  0.2674
C 3.22163 0.96440 0.92495  0.3377
O 4.42902 1.19762 0.87163  -0.6991
C 2.51936 -0.35853 0.65265  -0.2277
C 3.07902 -1.50817 1.52656  -0.3218
C 4.49932 -1.80418 1.19587  0.6383
C 5.01136 -2.23838 -0.01952  -0.7574
N 6.39308 -2.22717 0.03914  -0.0190
C 6.79973 -1.81979 1.30534  -0.5014
C 8.08013 -1.55532 1.78565  -0.8188
C 8.18692 -1.03626 3.08935  -0.4837
C 7.03575 -0.79034 3.86265  -0.8199
C 5.75129 -1.02562 3.35424  -0.3416
C 5.62810 -1.55051 2.06761  0.9254
N 1.11147 -0.02059 0.88690  0.8590
C 0.11866 -0.87103 0.57678  -0.6512
C -1.21474 -0.60467 0.88033  0.1953
C -2.30721 -1.17728 0.22872  -1.3025
C -3.60535 -1.23670 0.90261  0.7435
C -4.41902 -2.38644 0.82296  -0.1529
C -5.68910 -2.39127 1.38173  -0.7651
C -6.18416 -1.24384 2.01457  -0.4019
C -5.38343 -0.09963 2.11076  -0.8445
C -4.09005 -0.10415 1.59092  -0.3287
C 0.90756 1.35881 1.37036  0.1220
C 0.50762 1.37811 2.86188  -1.5862
C -0.08755 2.18201 0.55000  -1.4031
H 3.66606 3.39518 1.38497  0.3770
H 2.03909 3.94881 0.91091  0.2742
H 2.35402 3.47131 2.59510  0.3293
H 2.66871 -0.62603 -0.41103  0.3244
H 3.00689 -1.21957 2.58902  0.2403
H 2.44929 -2.40042 1.36588  0.3619
H 4.46716 -2.51649 -0.91138  0.4167
H 7.01106 -2.48382 -0.72066  0.1985
H 8.94124 -1.75334 1.15176  0.3785
H 9.17340 -0.82167 3.50440  0.3765
H 7.15361 -0.40267 4.87713  0.3762
H 4.84449 -0.80747 3.92218  0.3350
H 0.41313 -1.80173 0.07443  0.5768
H -1.43170 0.11900 1.67272  0.5051
H -2.10310 -1.93051 -0.54397  0.7657
H -4.03539 -3.26584 0.29307  0.3973
H -6.31084 -3.28285 1.29997  0.4113
H -7.19984 -1.23350 2.41852  0.4004
H -5.76617 0.80664 2.57858  0.4015
H -3.46153 0.79060 1.67462  0.3087
H 1.34391 1.01816 3.47782  0.3678
H 0.26067 2.40733 3.15345  0.4680
H -0.35956 0.74260 3.05520  0.3110
H 0.24742 2.23790 -0.49306  0.4399
H -1.08463 1.73696 0.56321  0.0638
H -0.16035 3.19337 0.97042  0.5709
C -6.09847 -2.54213 -2.65988  -0.5263
C -6.32116 -1.38180 -1.90992  -0.6273
C -5.29378 -0.46956 -1.71080  -0.3779
C -3.99165 -0.74731 -2.18493  1.0450
C -2.85754 0.06266 -1.74891  -0.5079
C -1.70949 0.18452 -2.53424  -0.6254
N -1.12878 1.33904 -2.87359  0.3631
C 0.03344 1.35319 -3.75352  -0.7552
C 0.40378 2.82935 -3.92382  -0.5708
C -0.74313 3.65185 -3.31271  -0.6907
C -1.76313 2.64977 -2.72410  -0.4898
C -3.78460 -1.88595 -2.98826  -0.4858
C -4.83348 -2.78226 -3.21124  -0.7721
H -6.90570 -3.26625 -2.80042  0.3839
H -7.29500 -1.20596 -1.44638  0.4259
H -5.46031 0.44640 -1.13955  0.4086
H -3.06194 0.84882 -1.01409  0.4250
H -1.21680 -0.72382 -2.91079  0.3095
H 0.84885 0.75161 -3.32815  0.3183
H -0.22091 0.90407 -4.72911  0.4297
H 1.35141 3.03513 -3.41816  0.2538
H 0.53504 3.05904 -4.98363  0.3366
H -0.37638 4.32025 -2.52719  0.2829
H -1.23400 4.26920 -4.07180  0.3495
H -2.71770 2.69926 -3.27998  0.5479
H -1.99450 2.87271 -1.67047  0.2149
H -2.79041 -2.08363 -3.38870  0.2795
H -4.65487 -3.68374 -3.79900  0.4009

Output
E_HOMO in Ha: -0.352
LUMO in eV: -4.12
E in eV: -45998.37955
Net charge: +1
Relative energy (zero: lowest compared OMol25 entry of this formula, charge and spin) in kcal per mole: 9.09
Largest force on an atom in eV/Å: 1.973
HOMO-LUMO gap in hartree: 0.201